{
  "formula": "C16H18ClMnN3S2",
  "method": "ωB97M-V/def2-TZVPD",
  "e_lumo_ha": [0.0112, 0.0106],
  "e_homo_ev": [-6.36, -7.13],
  "total_charge": 0,
  "energy_ev": -86869.5230,
  "s2": 8.764,
  "relative_energy_kcal_mol": 10.4,
  "homo_lumo_gap_ev": [6.66, 7.42],
  "spin_multiplicity": 6,
  "symbols": ["Mn", "Cl", "S", "S", "N", "N", "N", "C", "C", "C", "C", "C", "C", "C", "C", "C", "C", "C", "C", "C", "C", "C", "C", "H", "H", "H", "H", "H", "H", "H", "H", "H", "H", "H", "H", "H", "H", "H", "H", "H", "H"],
  "positions_angstrom": [[0.36352, -0.54004, 0.17761], [-2.06874, -3.39122, -1.77994], [2.26767, 0.53402, 4.05526], [2.74952, 0.33934, 1.04085], [0.44788, 0.02936, 2.31638], [-1.88791, -0.25567, -0.61643], [0.14616, 1.59675, -0.71996], [-2.03178, -0.23717, 5.05650], [2.20309, -2.34917, -2.74369], [-0.39325, -2.99065, -2.11550], [1.73360, 0.28297, 2.41188], [1.31141, -2.62249, -3.77285], [0.47414, -2.72975, -1.03023], [-1.15564, 2.03232, -0.18841], [-1.54305, -0.25714, 3.76227], [-2.23424, 1.16221, -0.80934], [0.00422, -2.94799, -3.43981], [0.15802, 0.28965, 5.93568], [0.06715, -2.70108, 0.35669], [-0.19157, 0.00090, 3.54779], [0.64656, 0.26713, 4.63478], [-1.18954, 0.03612, 6.13762], [1.79894, -2.39836, -1.41947], [-0.87738, -3.16551, 0.60172], [-3.07993, -0.44058, 5.23654], [-3.19832, 1.40709, -0.36438], [-2.52083, -0.72944, 0.01505], [-1.14024, 1.86538, 0.89005], [1.62266, -2.59746, -4.80859], [2.52330, -2.21628, -0.63457], [-1.36333, 3.08964, -0.36320], [0.20200, 1.78221, -1.71598], [-1.59108, 0.04653, 7.14270], [0.86273, -2.91720, 1.06526], [-2.18489, -0.48268, 2.91897], [0.91543, 2.09216, -0.27953], [-2.30748, 1.37519, -1.87744], [3.23287, -2.09871, -2.97083], [-0.71918, -3.18021, -4.21262], [0.81537, 0.49782, 6.77106], [-1.92325, -0.78144, -1.48190]],
  "mulliken_charge": [0.296, -0.211, -0.260, -0.387, 0.147, -0.316, -0.442, -0.679, -0.777, 0.251, 0.292, -0.453, 0.016, -0.314, -0.213, -0.732, -0.593, -0.507, -0.985, -0.612, 0.923, -0.480, -0.027, 0.442, 0.384, 0.364, 0.233, 0.204, 0.378, 0.438, 0.422, 0.229, 0.367, 0.358, 0.348, 0.251, 0.289, 0.394, 0.419, 0.383, 0.162]
}